--- a ---
Computed, not measured: the molecule C5H3NO, with ωB97M-V/def2-TZVPD.

Output
Gap between HOMO and LUMO = 8.414 eV
2S+1 = 1

Each line ends with the natural charge from an NBO analysis.
Element x y z (Å)
C (0.74, -1.74, 1.38)  -0.170
C (0.64, -0.45, 0.80)  -0.039
C (0.08, 0.62, 0.03)  -0.012
C (0.65, 0.80, -1.25)  -0.066
C (1.27, 1.01, -2.21)  -0.161
N (-1.27, 0.89, 0.21)  -0.021
O (-1.73, -0.04, 1.25)  -0.569
H (1.10, -2.80, 1.63)  0.274
H (1.38, 1.57, -3.28)  0.271
H (-2.85, 0.15, 1.44)  0.493

***

--- b ---
Computed, not measured: the molecule C5H3NO, with ωB97M-V/def2-TZVPD.

Output
Gap between HOMO and LUMO = 10.078 eV
2S+1 = 1

Each line ends with the natural charge from an NBO analysis.
Element x y z (Å)
C (2.20, -0.11, 0.67)  -0.181
C (1.22, -0.41, 0.04)  -0.036
C (-0.08, -0.74, -0.55)  -0.555
C (-1.07, 0.03, 0.29)  0.509
O (-1.38, -0.28, 1.41)  -0.434
C (-1.59, 1.28, -0.28)  0.159
N (-2.03, 2.24, -0.75)  -0.230
H (3.02, 0.22, 1.27)  0.244
H (-0.15, -0.48, -1.61)  0.255
H (-0.33, -1.81, -0.49)  0.268

***

--- c ---
Computed, not measured: the molecule C5H3NO, with ωB97M-V/def2-TZVPD.

Output
Gap between HOMO and LUMO = 10.433 eV
2S+1 = 1

Each line ends with the natural charge from an NBO analysis.
Element x y z (Å)
N (-0.82, 0.49, 2.99)  -0.301
C (-0.55, 0.21, 1.90)  0.278
C (-0.19, -0.07, 0.56)  -0.282
C (0.57, 0.80, -0.27)  -0.253
C (0.66, 0.24, -1.49)  0.071
O (-0.04, -1.04, -1.43)  -0.407
C (-0.51, -1.17, -0.17)  0.192
H (1.00, 1.74, 0.03)  0.244
H (0.92, 0.85, -2.38)  0.234
H (-1.03, -2.05, 0.24)  0.226

***

Top of the stability list: c, leading by 132.7 kJ/mol.